DFT (the ωB97M-V functional and the def2-TZVPD basis) results for the ion C9H13N2 with charge +1 at a distorted geometry.

Geometry as XYZ:
```
24
Properties=species:S:1:pos:R:3
H 1.80131 -0.15662 2.50337
H 1.18114 -2.06191 0.27468
C -0.35143 -1.47222 -1.09965
H 1.60184 -0.43127 -0.95533
H 0.81556 -0.15901 -2.58185
H -0.53990 -2.20138 -1.78668
C -0.00013 0.64680 1.56402
H -0.08758 -1.34907 2.33075
H -2.39099 1.16881 -1.64065
N -1.53734 -0.54523 -0.99428
H -1.30537 0.48044 -2.87699
H 1.95897 0.12275 0.93235
H -0.76056 3.17389 -0.58141
C -0.48310 0.59502 -0.91839
C -0.67872 2.68908 0.41818
C -1.56623 0.59134 -1.88893
C 0.06844 -1.96058 0.31889
N 1.25792 -0.06166 1.61713
C 0.11066 -0.90462 1.43185
H -0.27082 -2.87297 0.75934
H -0.33787 1.08016 2.38437
C -0.25083 1.40183 0.29590
H -0.59245 3.09138 1.39722
C 0.64886 -0.28064 -1.45900
```

Summary:
SMILES = C=C1[C@@H]2[NH2+][C@@H]2C[C@@H]2C[C@]13CN23
DFT total energy = -12512.14421 eV
net charge = +1
2S+1 = 1
orbital gap = 0.3460 Ha
F_max = 6.23 eV Å⁻¹
LUMO energy = -3.36 eV